Below is a single CH6NPS molecule, with properties calculated with ωB97M-V/def2-TZVPD.

XYZ file:
```
10
Properties=species:S:1:pos:R:3:forces:R:3
N -1.708 0.119 0.947 0.521 1.564 1.470
P -1.247 -0.186 -0.673 1.744 2.310 0.426
C 0.676 0.443 -0.729 0.171 0.402 2.704
S 2.544 -0.260 0.017 -3.416 -0.187 -1.051
H -0.993 -0.297 1.546 -0.442 -0.211 0.048
H -1.728 1.098 1.308 -0.340 -0.854 -0.975
H -1.151 -1.445 -0.249 0.663 -2.285 -0.336
H 0.837 0.586 -1.743 0.737 0.123 -1.963
H 0.666 1.488 -0.265 -0.160 -1.424 -0.491
H 2.104 -1.544 -0.159 0.522 0.561 0.168
```
Positions in Å, forces in eV/Å.

Output
E_LUMO	0.3	eV
E_tot	-22746.647	eV
charge	0
spin multiplicity	1
structure (SMILES)	NPCS
energy above the lowest of the compared OMol25 structures with the same formula, charge and spin	205.7	kJ/mol